[1]
Here is a cluster of 2 separate species, C3H4BrClO in total from the OMol25 dataset. Energies are from wB97M-V/def2-TZVPD.

Properties
Orbital gap (alpha / beta) = 9.6 / 5.7 eV
Relative energy (zero: lowest compared OMol25 entry of this formula, charge and spin) = 4.629 eV

Geometry as XYZ:
```
10
Properties=species:S:1:pos:R:3:forces:R:3:nbo_charge:R:1
C -1.346524 -0.506264 -0.810979 -1.08 -0.19 -1.18 -0.3623
C -0.197262 0.147989 -0.664736 2.08 1.74 -0.74 -0.3074
C 0.952302 -0.522558 -0.236155 1.28 1.09 0.04 -0.1207
O -0.006801 1.069838 2.111463 -0.26 -0.39 -0.32 -0.4301
Cl 1.094198 -2.091783 0.411313 -0.34 0.30 -0.22 0.0762
Br 2.601387 0.439012 -0.395129 -0.35 -0.41 0.13 0.0691
H -2.175026 0.096141 -1.210496 0.04 -0.99 0.27 0.2101
H -1.209276 -1.593901 -0.873726 -1.11 0.41 0.44 0.2100
H -0.015555 1.224935 -1.065329 -0.54 -1.92 1.24 0.2433
H 0.302559 1.736591 2.733778 0.26 0.36 0.34 0.4118
```
Forces are in eV/Å.

=====

[2]
Here is the molecule C3H4BrClO from the OMol25 dataset. Energies are from wB97M-V/def2-TZVPD.

Properties
Orbital gap = 11.1 eV
SMILES string = C[C@@H]1O[C@@]1(Cl)Br
Relative energy (zero: lowest compared OMol25 entry of this formula, charge and spin) = 1.694 eV

Geometry as XYZ:
```
10
Properties=species:S:1:pos:R:3:forces:R:3:nbo_charge:R:1
C 1.350189 0.166203 0.113713 -0.92 1.79 -1.84 -0.6822
C 0.064357 -0.581000 -0.078873 0.69 -2.10 2.54 0.0389
O -0.684948 -0.350465 -1.231354 -0.18 0.37 -1.33 -0.4603
C -1.229144 0.089750 -0.052865 -0.71 0.34 0.09 0.1232
Cl -1.269333 1.822492 0.303455 -0.60 -0.25 -0.29 0.0076
Br -2.900287 -0.820038 0.308180 0.44 0.31 0.29 0.0580
H 0.903986 1.223922 0.041901 1.60 -1.02 1.19 0.2379
H 1.910865 0.224477 -0.903078 -0.22 -0.97 2.06 0.2465
H 1.826459 -0.183138 1.080897 -0.09 0.92 -1.53 0.2427
H 0.027855 -1.592207 0.418026 -0.01 0.62 -1.18 0.1877
```
Forces are in eV/Å.

=====

[3]
Here is a cluster of 2 separate species, C3H4BrF in total from the OMol25 dataset. Energies are from wB97M-V/def2-TZVPD.

Properties
Orbital gap (alpha / beta) = 8.4 / 8.3 eV
Relative energy (zero: lowest compared OMol25 entry of this formula, charge and spin) = 4.449 eV

Geometry as XYZ:
```
9
Properties=species:S:1:pos:R:3:forces:R:3:nbo_charge:R:1
C 0.144479 0.049996 0.770903 1.04 1.22 -1.33 -0.4515
C 0.208997 -0.002865 -0.710733 0.73 -0.87 -1.74 -0.4838
C 1.482308 0.121419 -0.008026 -2.46 1.85 0.89 0.2152
F 1.754355 2.478101 -0.165195 -0.40 -2.76 0.26 -0.6488
Br 3.171825 -0.449540 0.048068 0.10 0.04 -0.06 0.3412
H -0.170215 1.011665 1.085076 0.04 0.82 0.66 0.2712
H -0.373644 -0.758762 1.214665 0.55 -1.02 0.89 0.2416
H 0.023633 -0.950493 -1.200050 0.39 -0.70 0.33 0.2400
H -0.185695 0.672192 -1.430874 0.02 1.42 0.10 0.2749
```
Forces are in eV/Å.

=====

[4]
Here is a structure of composition C3H4BrF3O from the OMol25 dataset. Energies are from wB97M-V/def2-TZVPD.

Properties
Orbital gap = 10.8 eV
Relative energy (zero: lowest compared OMol25 entry of this formula, charge and spin) = 1.605 eV

Geometry as XYZ:
```
12
Properties=species:S:1:pos:R:3:forces:R:3:nbo_charge:R:1
C -0.744026 -0.024835 -0.448235 1.50 1.49 -0.30 0.1409
C 0.943209 0.922474 -0.541087 -2.87 -3.27 -0.74 0.0256
C -0.491561 -1.535710 -0.807012 -2.30 3.11 0.08 0.5237
O 1.200165 1.619129 0.578738 -0.21 -0.45 1.17 -0.6982
F -1.137847 0.174507 0.858016 0.23 -0.44 0.10 -0.3643
F -1.655064 -2.267089 -0.667880 0.99 0.47 -0.47 -0.3340
F -0.075354 -1.476628 -2.083861 -0.11 -0.73 -0.41 -0.3236
Br 0.887204 2.100726 -2.010942 -0.13 0.50 -1.12 0.0143
H -1.574181 0.432699 -1.064091 1.32 -0.46 0.18 0.1919
H 1.626838 0.068474 -0.811270 -0.28 1.20 0.66 0.1885
H 0.237936 -1.912842 -0.180849 1.56 -1.35 1.16 0.1331
H 0.402301 1.673747 1.140234 0.31 -0.08 -0.32 0.5022
```
Forces are in eV/Å.

=====

[5]
Here is a structure of composition C3H4BrKO from the OMol25 dataset. Energies are from wB97M-V/def2-TZVPD.

Properties
Orbital gap = 5.8 eV

Geometry as XYZ:
```
10
Properties=species:S:1:pos:R:3:forces:R:3:lowdin_charge:R:1
C 1.095706 -0.285292 -0.167783 -0.15 -0.07 -0.03 -0.3615
C 0.025716 0.797162 0.033934 0.40 -0.01 0.23 -0.3701
C -1.287217 0.224781 -0.340241 0.03 0.23 -0.53 -0.7517
O -1.884316 0.303130 -1.344654 -0.17 -0.11 0.06 0.0738
Br -2.096862 -0.951747 1.114815 -0.10 -0.23 0.30 0.5179
H 2.069576 0.143079 0.077571 0.07 0.14 -0.06 -0.0232
H 1.102753 -0.585424 -1.219638 0.14 0.18 -0.12 -0.0126
H -0.018341 1.086367 1.085693 -0.01 0.13 -0.06 0.0881
H 0.132405 1.692642 -0.589519 -0.08 0.08 -0.01 0.1063
K 0.860580 -2.424697 1.349823 -0.13 -0.33 0.22 0.7330
```
Forces are in eV/Å.

=====

[6]
Here is the molecule C3H4BrNO from the OMol25 dataset. Energies are from wB97M-V/def2-TZVPD.

Properties
Orbital gap = 9.1 eV
Relative energy (zero: lowest compared OMol25 entry of this formula, charge and spin) = 4.545 eV

Geometry as XYZ:
```
10
Properties=species:S:1:pos:R:3:forces:R:3:nbo_charge:R:1
C 0.405499 1.284359 -0.123577 0.12 -0.13 0.58 -0.0208
C 0.257508 0.662591 1.014971 -1.22 -2.65 -1.55 -0.2974
C -0.677017 -1.113134 0.004321 1.30 2.90 1.60 -0.1321
N -0.165487 -0.718473 -1.204281 0.33 -0.21 -0.49 -0.3108
O 0.001302 0.685820 -1.313738 -0.30 -0.39 -0.57 -0.3587
Br 0.653220 0.945151 2.780870 0.08 0.24 0.09 0.1293
H 0.786855 2.262147 -0.365701 0.07 0.16 0.13 0.2194
H -0.296050 -2.023975 0.434894 0.01 -0.18 -0.08 0.2135
H -1.693032 -0.827841 0.206933 -0.24 -0.07 0.04 0.1994
H 0.727202 -1.156645 -1.434691 -0.15 0.34 0.24 0.3583
```
Forces are in eV/Å.

=====

Number 1: largest force on an atom 2.81 eV/Å, energy -3225.97896 Eh. Number 2: largest force on an atom 3.37 eV/Å, energy -3226.08683 Eh. Number 3: largest force on an atom 3.20 eV/Å, energy -2790.40037 Eh. Number 4: largest force on an atom 4.41 eV/Å, energy -3065.50333 Eh. Number 5: largest force on an atom 0.58 eV/Å, energy -3365.84681 Eh. Number 6: largest force on an atom 3.55 eV/Å, energy -2820.54633 Eh.